Entry 1:
Density functional theory data (wB97M-V/def2-TZVPD) for a molecular structure, C33H34N6O2SSc in a non-equilibrium geometry.

Structure (ORCA input):
```
! wB97M-V def2-TZVPD RIJCOSX def2/J DEFGRID3
* xyz -1 1
Sc 0.22818 0.30627 -1.12690
O 1.12832 -0.96678 0.07971
C 1.93559 -1.95804 -0.08996
C 3.00253 -2.17984 0.81532
C 3.84945 -3.25225 0.68147
C 3.67836 -4.17834 -0.35518
C 2.64979 -3.99087 -1.24651
C 1.78573 -2.89159 -1.15417
C 0.69325 -2.78140 -2.08146
N -0.09390 -1.77969 -2.19036
C -1.25436 -1.89993 -3.05236
C -2.42560 -1.24936 -2.31965
N -2.00963 0.09028 -1.96294
C -2.82636 1.06644 -2.05992
C -2.46704 2.44492 -1.81742
C -3.46264 3.39196 -1.55511
C -3.15555 4.70442 -1.27427
C -1.81278 5.09778 -1.28129
C -0.81353 4.19966 -1.57379
C -1.09420 2.83679 -1.84167
O -0.14582 2.00219 -2.11435
H 3.11741 -1.46828 1.62440
H 4.65597 -3.39121 1.39241
H 4.33675 -5.03303 -0.44142
H 2.48808 -4.70454 -2.04845
H 0.52451 -3.66552 -2.70780
H -1.48658 -2.94411 -3.28499
H -1.07394 -1.36696 -3.99342
H -2.60866 -1.82476 -1.40016
H -3.32931 -1.25621 -2.94011
H -3.86582 0.87914 -2.35626
H -4.49745 3.06270 -1.54897
H -3.93578 5.41912 -1.04706
H -1.55825 6.12746 -1.05622
H 0.22805 4.49989 -1.59468
C 6.13529 2.08713 -0.01126
C 5.58150 0.68830 -0.28038
N 4.71807 0.62642 -1.45459
C 3.37721 0.88278 -1.39786
S 2.43926 0.26139 -2.70077
N 2.97533 1.60503 -0.36864
N 1.66061 1.63210 -0.10070
C 1.22576 2.51911 0.73597
C 2.10153 3.62233 1.25337
C -0.15420 2.38264 1.17336
C -0.73477 3.28952 2.06298
C -2.03858 3.10612 2.47282
C -2.74432 2.00548 2.00601
C -2.09979 1.14722 1.13643
N -0.85066 1.31768 0.71624
H 6.85917 2.06001 0.80677
H 6.61919 2.48134 -0.90605
H 5.31887 2.74852 0.26220
H 6.40655 -0.00371 -0.45216
H 5.02361 0.34147 0.59295
H 4.95078 -0.02794 -2.17932
H 3.06615 3.54955 0.76205
H 1.65856 4.59449 1.02665
H 2.25099 3.54576 2.33291
H -0.15550 4.12586 2.42700
H -2.50499 3.80203 3.15852
H -3.76148 1.81088 2.31249
H -2.60628 0.25722 0.77777
C -1.70131 -2.65821 0.81290
C -2.61662 -3.17974 1.71577
C -2.87211 -4.59125 1.80697
C -3.75696 -5.12041 2.71741
C -4.47273 -4.30341 3.60012
C -4.26706 -2.92409 3.52446
C -3.38516 -2.37246 2.62067
H -1.45164 -1.60475 0.78489
H -1.11687 -3.31957 0.18174
H -2.32653 -5.24572 1.13337
H -3.90425 -6.19652 2.75249
H -5.16442 -4.72494 4.32043
H -4.81849 -2.27003 4.19527
H -3.24847 -1.29389 2.59225
*
```

The value obtained for the LUMO energy is 0.0701 Eh. The calculation puts the calculated total energy at -2916.03526 Ha. As for the HOMO-LUMO gap: 3.6 eV. For the largest force on an atom, the calculation gives 0.03346 hartree/bohr.

---

Entry 2:
Density functional theory data (wB97M-V/def2-TZVPD) for a molecular structure, C33H35BrF6IrN6O7S3 in a non-equilibrium geometry.

Structure (ORCA input):
```
! wB97M-V def2-TZVPD RIJCOSX def2/J DEFGRID3
* xyz 0 2
Ir -0.35794 -1.15954 -0.43007
C 0.59577 -3.52263 -2.17712
N 0.27009 -3.19321 -0.77013
C -0.70990 -4.19792 -0.29342
C 1.51315 -3.33173 0.05339
C 1.28168 -2.68617 1.38623
C 1.87135 -3.17757 2.54289
C 1.59684 -2.59057 3.76873
C 0.71056 -1.52582 3.82413
C 0.12690 -1.03581 2.66239
C 0.41204 -1.58577 1.41215
H 1.04752 -4.51776 -2.20558
H 1.29670 -2.79543 -2.57553
H -0.31121 -3.50313 -2.77185
H -0.28904 -5.19813 -0.42452
H -1.62319 -4.11453 -0.87785
H -0.93153 -4.02817 0.75811
H 2.32346 -2.84696 -0.48954
H 1.75537 -4.39436 0.14728
H 2.53824 -4.03067 2.48551
H 2.05488 -2.97205 4.67180
H 0.46665 -1.06989 4.77630
H -0.56126 -0.20286 2.75332
F 2.70096 1.70858 -5.90616
C 1.89709 2.17119 -4.95611
F 0.97835 2.96031 -5.51001
F 2.61821 2.89425 -4.09574
S 1.03981 0.79432 -4.08161
O 0.27037 1.43103 -3.05290
O 0.39227 0.05332 -5.11245
N 2.31452 -0.00018 -3.54084
S 2.70007 -0.32790 -2.08864
O 1.60374 -0.74393 -1.20999
O 3.82279 -1.20760 -2.04004
C 3.31979 1.21564 -1.30090
F 4.34057 1.69710 -1.99469
F 2.36830 2.14470 -1.22631
F 3.73226 0.93144 -0.06173
Br -5.31308 -2.15709 -7.17017
C -3.59785 -2.03820 -6.36578
C -2.48190 -2.41661 -7.09453
C -1.23097 -2.32666 -6.50099
C -1.10340 -1.87495 -5.19674
C -2.23222 -1.50105 -4.47959
C -3.48952 -1.57542 -5.06834
C -2.14114 -1.01909 -3.05553
O -3.13957 -0.54994 -2.51036
O -0.99802 -1.22448 -2.49579
H -2.59059 -2.76839 -8.11106
H -0.35074 -2.60127 -7.06745
H -0.12900 -1.77367 -4.74127
H -4.35773 -1.26988 -4.50221
C -3.76852 1.96291 3.39058
C -3.47083 0.51933 3.15314
C -3.60357 -0.44442 4.14901
C -3.35694 -1.75998 3.81015
N -2.99964 -2.12101 2.57874
C -2.85520 -1.12367 1.72370
S -2.42580 -1.65825 0.06906
N -3.07115 0.16500 1.92348
H -4.17820 2.12544 4.38566
H -4.48366 2.31197 2.64468
H -2.86531 2.56537 3.28681
H -3.91126 -0.17348 5.14905
H -3.45971 -2.55805 4.53638
C 2.33185 5.17751 4.29224
C 1.93032 3.71778 4.44876
N 1.59581 3.09557 3.16627
C 2.69669 2.46417 2.44915
C 3.08892 1.11733 3.04223
C 0.36295 3.34244 2.67899
O -0.44644 4.02789 3.29942
C -0.12285 2.75138 1.37726
C -1.05311 3.50843 0.66510
C -1.71146 2.93843 -0.39933
C -1.49256 1.60345 -0.69321
N -0.60460 0.87140 -0.01376
C 0.10107 1.45283 0.97075
H 2.61221 5.59864 5.25827
H 1.49974 5.75500 3.89312
H 3.18597 5.28061 3.62051
H 1.06652 3.63238 5.10487
H 2.74504 3.14103 4.88614
H 3.54885 3.14949 2.48265
H 2.42520 2.36859 1.40246
H 3.36195 1.21340 4.09363
H 3.94852 0.70778 2.51454
H 2.27138 0.39705 2.97531
H -1.26013 4.52058 0.98578
H -2.42931 3.49167 -0.98713
H -2.05215 1.09414 -1.46293
H 0.82889 0.82495 1.45978
*
```

The value obtained for the LUMO energy (spin up / spin down) is -0.0139 / -0.0930 Eh. The calculation puts the calculated total energy at -6605.88894 Ha. As for the HOMO-LUMO gap (spin up / spin down): 8.1 / 5.9 eV. For the largest force on an atom, the calculation gives 0.02275 hartree/bohr. Its expectation value of S² is 0.755.

---

Record-wise relative energy (zero: lowest compared OMol25 entry of this formula, charge and spin) values, in kcal per mole: 39.4, 13.4